Record 1
The following is a quantum chemistry calculation of the molecule C2H3N3S, from the OMol25 dataset.

Structure (XYZ):
```
9
Properties=species:S:1:pos:R:3
S -1.626 -0.282 -1.968
C -0.449 -0.045 -0.719
N -0.273 -0.914 0.382
C 0.602 -0.260 1.090
N 1.045 0.854 0.505
N 0.355 1.013 -0.665
H -1.829 -1.611 -1.648
H 0.872 -0.527 2.093
H 1.303 1.772 0.929
```

Its SMILES is Sc1nc[nH]n1. The net charge is 0. The HOMO-LUMO gap is 9.8719 eV. Its HOMO energy is -8.98 eV.

Record 2
The following is a quantum chemistry calculation of the molecule C2H3N3S, from the OMol25 dataset.

Structure (XYZ):
```
9
Properties=species:S:1:pos:R:3
S 1.994 -0.164 -1.139
C 0.464 0.031 -0.323
N -0.741 0.073 -0.843
C -1.541 -0.035 0.272
N -0.877 -0.110 1.410
N 0.434 -0.089 1.013
H 1.642 0.503 -2.249
H -2.643 -0.005 0.303
H 1.267 -0.205 1.557
```

Its SMILES is Sc1ncn[nH]1. The net charge is 0. The HOMO-LUMO gap is 10.0107 eV. Its HOMO energy is -9.33 eV.

Record 3
The following is a quantum chemistry calculation of a structure of composition C2H3N4, from the OMol25 dataset.

Structure (XYZ):
```
9
Properties=species:S:1:pos:R:3
C -3.807 -0.131 0.105
C -0.729 0.379 -0.107
N -1.830 1.078 0.009
N -2.603 -0.056 -0.038
N -1.422 -0.834 -0.216
N 0.499 0.728 -0.062
H -1.428 -1.686 0.304
H 0.770 1.676 -0.274
H 1.308 0.135 0.152
```

The net charge is +1. The HOMO-LUMO gap is 7.5442 eV. Its HOMO energy is -15.40 eV.

Record 4
The following is a quantum chemistry calculation of a structure of composition C2H3N4, from the OMol25 dataset.

Structure (XYZ):
```
9
Properties=species:S:1:pos:R:3
C 3.010 -0.729 -0.136
C 2.055 1.025 0.090
N 3.265 0.561 -0.127
N 1.906 -1.305 0.038
N 1.319 -0.137 0.169
N -1.089 -0.543 -0.188
H 1.908 2.052 0.315
H -1.346 -1.363 0.328
H -1.686 0.370 -0.202
```

The net charge is +1. The HOMO-LUMO gap (alpha / beta) is 7.6195 / 7.2976 eV. Its HOMO energy (alpha / beta) is -16.06 / -16.44 eV.

Record 5
The following is a quantum chemistry calculation of a structure of composition C2H3N4, from the OMol25 dataset.

Structure (XYZ):
```
9
Properties=species:S:1:pos:R:3
C -1.348 1.038 -0.237
C 0.249 0.900 0.071
N -1.676 2.173 -0.431
N -1.354 -0.326 -0.120
N 0.011 -0.374 0.040
N 0.844 -1.354 -0.068
H 0.738 1.352 0.908
H 0.747 -2.327 -0.268
H 1.790 -1.082 0.105
```

The spin multiplicity is 3. The net charge is +1. The HOMO-LUMO gap (alpha / beta) is 8.5187 / 8.1549 eV. The expectation value of S² is 2.14. Its HOMO energy (alpha / beta) is -15.11 / -16.14 eV.

Record 6
The following is a quantum chemistry calculation of the ion C2H3N4O with charge +1, from the OMol25 dataset.

Structure (XYZ):
```
10
Properties=species:S:1:pos:R:3
C 1.020 -0.133 -0.004
C 0.028 -1.018 0.088
N -0.447 1.607 -0.014
N -1.414 0.875 0.123
N 0.766 1.138 -0.058
N -1.276 -0.516 0.056
O -2.251 -1.186 -0.132
H 1.994 -0.636 0.124
H 0.258 -2.042 0.245
H 1.322 1.912 -0.428
```

The spin multiplicity is 3. The net charge is +1. The HOMO-LUMO gap (alpha / beta) is 7.8961 / 6.5971 eV. The expectation value of S² is 2.01. Its HOMO energy (alpha / beta) is -13.65 / -15.99 eV.

Record 7
The following is a quantum chemistry calculation of the ion C2H3N4O3P with charge -2, from the OMol25 dataset.

Structure (XYZ):
```
13
Properties=species:S:1:pos:R:3
C -0.520 -0.965 1.040
C 0.999 0.924 -1.264
N -1.199 -1.682 1.946
N 0.168 -1.699 0.189
N -0.832 -2.941 1.644
N -0.151 -2.961 0.565
O -1.637 1.719 -1.011
O 0.226 2.906 0.476
O -0.432 0.647 1.082
P -0.335 1.648 -0.203
H 1.743 0.748 -0.674
H 0.773 0.047 -1.686
H 1.199 1.609 -2.105
```

The spin multiplicity is 3. The net charge is -2. The HOMO-LUMO gap (alpha / beta) is 3.8626 / 6.7585 eV. The expectation value of S² is 2.01. Its HOMO energy (alpha / beta) is 3.05 / -1.58 eV.

Record 8
The following is a quantum chemistry calculation of the molecule C2H3N5O, from the OMol25 dataset.

Structure (XYZ):
```
11
Properties=species:S:1:pos:R:3
H 1.365 -1.999 -1.525
N 0.474 -1.719 -1.249
C 0.439 -0.680 -0.432
N 1.442 -0.210 0.531
N 1.142 0.704 1.363
C 0.076 1.471 1.120
N -0.882 1.115 0.342
N -0.641 0.096 -0.325
O -1.736 -0.473 -0.942
H 0.025 2.381 1.633
H -1.343 -1.247 -1.336
```

Its SMILES is [H]/N=c1\nncnn1O. The net charge is 0. The HOMO-LUMO gap is 8.3477 eV. Its HOMO energy is -9.32 eV.

Record 9
The following is a quantum chemistry calculation of the molecule C2H3N5O, from the OMol25 dataset.

Structure (XYZ):
```
11
Properties=species:S:1:pos:R:3
N -1.887 0.916 -0.330
C -1.311 -0.234 -0.025
O -1.853 -1.281 0.511
N 0.211 -0.136 -0.391
N 0.928 -1.232 -0.585
C 2.091 -0.752 -0.045
N 2.122 0.689 0.326
N 0.910 1.065 0.169
H -2.945 0.802 -0.058
H -1.274 1.571 -0.106
H 3.008 -1.408 0.533
```

Its SMILES is NC(=O)n1ncnn1. The net charge is 0. The HOMO-LUMO gap is 10.0436 eV. Its HOMO energy is -10.23 eV.

Record 10
The following is a quantum chemistry calculation of the molecule C2H3NO, from the OMol25 dataset.

Structure (XYZ):
```
7
Properties=species:S:1:pos:R:3
C -0.394 -0.310 -0.520
C 0.841 0.130 0.283
N -1.148 0.918 0.140
O 0.034 1.071 0.869
H -0.281 -0.235 -1.588
H -0.672 -1.319 0.037
H 1.621 -0.256 0.779
```

The net charge is 0. The HOMO-LUMO gap (alpha / beta) is 8.6287 / 9.5378 eV. Its HOMO energy (alpha / beta) is -8.43 / -9.23 eV.

Record 11
The following is a quantum chemistry calculation of the molecule C2H3NO, from the OMol25 dataset.

Structure (XYZ):
```
7
Properties=species:S:1:pos:R:3
N 2.034 0.771 0.211
C 1.089 0.120 0.064
C -0.251 -0.488 -0.025
O -1.183 0.487 -0.425
H -0.286 -1.295 -0.761
H -0.483 -0.920 0.958
H -0.921 1.325 -0.022
```

Its SMILES is N#CCO. The net charge is 0. The HOMO-LUMO gap is 12.1791 eV. Its HOMO energy is -11.47 eV.

Record 12
The following is a quantum chemistry calculation of a structure of composition C2H3NO, from the OMol25 dataset.

Structure (XYZ):
```
7
Properties=species:S:1:pos:R:3
C -0.028 -0.105 0.759
C -0.249 1.110 0.810
N -0.137 -0.708 -0.978
O -0.684 2.239 0.906
H 0.267 -1.006 1.422
H 0.590 -1.439 -1.217
H 0.242 -0.092 -1.703
```

The net charge is 0. The HOMO-LUMO gap is 8.7775 eV. Its HOMO energy is -9.33 eV.

Record 13
The following is a quantum chemistry calculation of a cluster of 2 separate species, C2H3NO in total, from the OMol25 dataset.

Structure (XYZ):
```
7
Properties=species:S:1:pos:R:3
C 1.741 0.339 -0.073
C -1.424 0.342 0.012
N 1.541 -0.807 -0.011
O -1.152 -0.918 -0.014
H 1.876 1.379 -0.066
H -2.369 0.562 0.547
H -0.214 -0.896 -0.394
```

The spin multiplicity is 3. The net charge is 0. The HOMO-LUMO gap (alpha / beta) is 7.7069 / 12.1909 eV. The expectation value of S² is 2.00. Its HOMO energy (alpha / beta) is -6.78 / -12.81 eV.

Record 14
The following is a quantum chemistry calculation of the molecule C2H3NO2, from the OMol25 dataset.

Structure (XYZ):
```
8
Properties=species:S:1:pos:R:3
C -1.390 0.381 0.897
C -0.389 0.035 -0.093
N 1.911 0.584 -0.340
O 0.653 0.970 -0.403
O 2.027 -0.560 -0.049
H -2.227 -0.343 1.170
H 0.204 -0.879 -0.033
H -0.790 -0.188 -1.149
```

The net charge is 0. The HOMO-LUMO gap (alpha / beta) is 8.3458 / 8.2755 eV. Its HOMO energy (alpha / beta) is -9.31 / -9.25 eV.

Record 15
The following is a quantum chemistry calculation of a cluster of 2 separate species, C2H3NO2 in total, from the OMol25 dataset.

Structure (XYZ):
```
8
Properties=species:S:1:pos:R:3
C -0.890 -0.460 -0.678
C 3.000 0.283 -0.015
N -0.970 -0.623 0.566
O -1.265 0.515 1.301
O 3.092 0.904 -0.952
H -1.045 0.493 -1.177
H -0.671 -1.332 -1.267
H -1.251 0.219 2.223
```

The net charge is 0. The HOMO-LUMO gap is 11.3941 eV. Its HOMO energy is -10.33 eV.

Record 16
The following is a quantum chemistry calculation of the molecule C2H3NO2, from the OMol25 dataset.

Structure (XYZ):
```
8
Properties=species:S:1:pos:R:3
O 0.370 1.328 1.735
C -0.420 0.843 1.010
N -0.284 -0.518 0.402
C 0.441 -0.699 -0.770
O -0.904 -0.573 -0.899
H -1.246 1.289 0.528
H 1.277 0.021 -1.098
H 0.766 -1.691 -0.907
```

Its SMILES is O=CN1CO1. The net charge is 0. The HOMO-LUMO gap is 10.8809 eV. Its HOMO energy is -10.07 eV.

Record 17
The following is a quantum chemistry calculation of a cluster of 2 separate species, C2H3NO2 in total, from the OMol25 dataset.

Structure (XYZ):
```
8
Properties=species:S:1:pos:R:3
C 0.814 0.268 0.402
C -1.995 -0.442 -0.128
N 1.103 -0.221 -0.710
O -2.338 0.386 -0.804
O -0.166 -0.379 1.223
H 1.108 1.289 0.692
H -0.368 -1.110 0.441
H 1.842 0.210 -1.116
```

The net charge is 0. The HOMO-LUMO gap is 11.5260 eV. Its HOMO energy is -10.50 eV.

Record 18
The following is a quantum chemistry calculation of the molecule C2H3NO2, from the OMol25 dataset.

Structure (XYZ):
```
8
Properties=species:S:1:pos:R:3
C 1.786 0.149 -0.329
C 0.728 -0.676 -0.384
N -0.886 1.015 0.123
O -0.498 -0.287 0.313
O -2.081 1.091 0.729
H 2.764 0.257 -0.977
H 0.494 -1.775 -0.534
H -2.307 0.226 1.058
```

The net charge is 0. The HOMO-LUMO gap (alpha / beta) is 10.6624 / 7.2115 eV. Its HOMO energy (alpha / beta) is -9.96 / -8.29 eV.

Record 19
The following is a quantum chemistry calculation of the molecule C2H3NO2, from the OMol25 dataset.

Structure (XYZ):
```
8
Properties=species:S:1:pos:R:3
H 2.640 0.279 -0.095
N 1.830 0.644 0.403
C 0.786 0.104 -0.037
O -0.413 0.488 0.527
C -1.536 -0.140 0.103
O -1.589 -1.008 -0.722
H 0.677 -0.644 -0.823
H -2.395 0.277 0.644
```

Its SMILES is [H]/N=C/OC=O. The net charge is 0. The HOMO-LUMO gap is 11.7596 eV. Its HOMO energy is -10.84 eV.

Record 20
The following is a quantum chemistry calculation of a cluster of 3 separate species, C2H3NO2S in total, from the OMol25 dataset.

Structure (XYZ):
```
9
Properties=species:S:1:pos:R:3
C -0.558 0.749 -0.198
C 0.270 -1.561 1.098
H 1.552 1.552 -1.143
H -1.153 0.772 0.753
H 0.348 -3.094 0.937
N -0.958 1.580 -1.164
O 0.160 1.551 -2.152
O -0.322 -1.033 2.115
S 0.663 -0.515 -0.248
```

The net charge is 0. The HOMO-LUMO gap is 7.8461 eV. Its HOMO energy is -9.89 eV.

Quick rundown of molar mass, same order as above: 101.13 101.13 83.07 83.07 83.07 99.07 162.05 113.08 113.08 57.05 57.05 57.05 57.05 73.05 73.05 73.05 73.05 73.05 73.05 105.12 Da